No. 1
DFT (wB97M-V/def2-TZVPD) results for a structure of composition C29H44BrN3P2W in a non-equilibrium geometry.

The geometry in XYZ format:
```
80
C29H44BrN3P2W (wB97M-V/def2-TZVPD)
C -2.420 -2.720 -4.185
C -1.325 -1.924 -3.833
C -0.331 -1.664 -4.787
C -0.422 -2.289 -6.033
N -1.439 -3.082 -6.352
C -2.410 -3.297 -5.470
C -0.999 -1.576 -2.444
C 0.244 -1.664 -1.889
C 1.091 -1.696 -0.805
C 0.888 -0.559 0.067
C 0.870 -0.909 1.466
C 1.503 -2.021 2.003
C 2.066 -2.949 1.051
C 1.926 -2.755 -0.312
W -1.060 -0.904 -0.598
P -1.978 1.405 -0.077
H 0.517 -1.024 -4.571
H -3.236 -2.928 -3.497
H 0.351 -2.133 -6.784
H -3.222 -3.955 -5.779
H 2.304 -3.469 -1.054
H 0.827 0.461 -0.375
H 2.504 -3.880 1.408
H -1.761 0.323 -1.569
C -1.237 1.606 1.581
C -1.486 2.898 2.358
H -0.161 1.428 1.497
H -1.574 0.778 2.207
H -1.388 2.683 3.432
H -0.743 3.664 2.118
H -2.485 3.309 2.188
C -1.580 2.951 -0.930
C -2.326 3.229 -2.232
H -0.502 2.882 -1.136
H -1.715 3.781 -0.220
H -1.652 3.727 -2.936
H -2.687 2.319 -2.721
H -3.182 3.892 -2.062
C -3.782 1.263 0.205
C -4.507 2.482 0.775
H -3.955 0.389 0.853
H -4.187 0.994 -0.781
H -5.589 2.343 0.646
H -4.329 2.597 1.851
H -4.230 3.418 0.272
Br 1.206 -2.513 3.732
P 3.599 1.356 0.905
C 2.142 1.933 1.765
C 1.955 3.450 1.703
H 2.158 1.554 2.801
H 1.353 1.399 1.244
H 0.942 3.720 1.391
H 2.133 3.861 2.702
H 2.652 3.917 0.997
C 4.313 0.092 1.998
C 5.844 -0.009 1.910
H 3.807 -0.857 1.775
H 4.041 0.389 3.027
H 6.200 -0.745 2.638
H 6.175 -0.324 0.914
H 6.307 0.953 2.161
C 3.615 0.805 -0.814
C 4.888 1.363 -1.502
H 2.706 1.177 -1.313
H 3.590 -0.293 -0.824
H 5.009 0.931 -2.502
H 4.804 2.452 -1.608
H 5.798 1.154 -0.923
C -2.462 -1.131 3.014
C -2.211 -2.271 2.119
N -1.882 -2.324 0.809
C -1.812 -3.705 0.488
C -2.045 -4.417 1.610
N -2.301 -3.512 2.612
H -2.874 -1.508 3.962
H -1.507 -0.636 3.248
H -3.202 -0.454 2.562
H -1.589 -4.041 -0.515
H -2.038 -5.476 1.779
H -2.506 -3.711 3.584
```

Its multiplicity is 3. Its total charge is +4. The calculation puts the total energy at -125653.0949 eV. The HOMO-LUMO gap (spin up / spin down) comes out at 4.8702 / 4.8325 eV. The value obtained for the energy above the lowest of the compared OMol25 structures with the same formula, charge and spin is 0.0000 eV.

***

No. 2
DFT (wB97M-V/def2-TZVPD) results for a structure of composition C29H44CrN3O2S3Si4Te.

The geometry in XYZ format:
```
87
C29H44CrN3O2S3Si4Te (wB97M-V/def2-TZVPD)
Cr 1.061 -2.036 0.410
O 2.895 -4.744 -2.028
S 1.695 -4.329 -1.341
O 1.736 -4.228 0.116
N 1.084 -2.939 -1.738
C 0.758 -2.610 -3.024
C 0.958 -3.389 -4.152
C 0.507 -2.966 -5.416
C -0.135 -1.774 -5.591
C -0.335 -0.932 -4.468
C -0.986 0.318 -4.549
C -1.124 1.080 -3.429
C -0.594 0.600 -2.209
N -0.003 -0.557 -2.092
C 0.122 -1.333 -3.195
C 0.486 -5.583 -1.741
C 0.896 -6.745 -2.377
C -0.040 -7.725 -2.679
C -1.375 -7.533 -2.349
C -1.774 -6.364 -1.714
C -0.845 -5.381 -1.405
H 1.479 -4.332 -4.063
H 0.677 -3.614 -6.269
H -0.490 -1.458 -6.565
H -1.369 0.654 -5.508
H -1.628 2.037 -3.455
H -0.658 1.194 -1.302
H 1.941 -6.862 -2.631
H 0.273 -8.636 -3.176
H -2.106 -8.296 -2.588
H -2.812 -6.208 -1.451
H -1.154 -4.472 -0.902
C 5.559 -2.103 1.683
C 4.053 -2.101 1.651
S 3.378 -1.456 0.161
C 3.301 -2.533 2.674
C 3.881 -3.066 3.966
S 1.537 -2.480 2.657
H 5.957 -2.769 0.912
H 5.957 -2.413 2.651
H 5.937 -1.100 1.464
H 4.682 -3.787 3.786
H 3.104 -3.572 4.540
H 4.283 -2.263 4.593
N -2.082 -2.855 0.649
C -0.971 -2.535 0.573
C -3.620 0.818 1.610
Si -2.989 2.410 0.852
C -3.934 3.862 1.625
C -3.474 2.430 -0.974
Si -0.676 2.608 1.233
Te 0.559 0.475 1.562
Si -0.537 3.374 3.446
C 1.211 3.276 4.132
C -1.672 2.335 4.536
C -1.072 5.184 3.659
Si 0.271 4.307 -0.051
C -0.877 5.815 -0.108
C 0.640 3.860 -1.842
C 1.896 4.852 0.735
H -4.650 0.622 1.292
H -3.601 0.872 2.700
H -3.002 -0.035 1.315
H -5.009 3.775 1.435
H -3.594 4.820 1.224
H -3.787 3.879 2.707
H -4.552 2.269 -1.079
H -2.970 1.636 -1.526
H -3.226 3.386 -1.444
H 1.648 2.299 3.915
H 1.200 3.426 5.216
H 1.852 4.040 3.686
H -1.555 1.277 4.291
H -2.719 2.610 4.387
H -1.431 2.474 5.594
H -0.351 5.861 3.192
H -1.134 5.446 4.720
H -2.048 5.371 3.208
H -1.774 5.585 -0.689
H -0.381 6.669 -0.581
H -1.195 6.116 0.892
H -0.280 3.660 -2.390
H 1.269 2.969 -1.916
H 1.153 4.690 -2.338
H 1.721 5.394 1.667
H 2.461 5.504 0.061
H 2.512 3.978 0.965
```

Its multiplicity is 4. Its total charge is -2. The calculation puts the total energy at -139089.8917 eV. The HOMO-LUMO gap (spin up / spin down) comes out at 5.1337 / 5.2547 eV. The value obtained for the energy above the lowest of the compared OMol25 structures with the same formula, charge and spin is 0.0518 eV.

***

No. 3
DFT (wB97M-V/def2-TZVPD) results for a structure of composition C29H45Cl3GeLaN2O6.

The geometry in XYZ format:
```
87
C29H45Cl3GeLaN2O6 (wB97M-V/def2-TZVPD)
La -0.223 -0.349 -0.098
C 4.220 -0.688 1.386
C 3.299 0.394 1.939
C 3.570 1.744 1.274
C 3.550 0.546 3.436
O 1.935 0.047 1.645
Ge 0.757 -0.589 2.976
O -0.470 0.628 2.208
C -1.448 1.271 3.063
C -2.487 0.248 3.492
C -0.747 1.895 4.265
C -2.077 2.374 2.221
O 0.104 -1.897 1.697
C 0.436 -3.307 1.734
C 0.937 -3.707 3.112
C 1.500 -3.565 0.673
C -0.844 -4.059 1.394
H 5.268 -0.433 1.552
H 4.069 -0.826 0.316
H 4.022 -1.638 1.885
H 4.591 2.081 1.460
H 2.881 2.492 1.669
H 3.438 1.686 0.194
H 4.575 0.893 3.588
H 3.436 -0.395 3.976
H 2.879 1.279 3.886
H -2.021 -0.558 4.064
H -2.979 -0.182 2.619
H -3.242 0.711 4.131
H -0.348 1.146 4.950
H -1.453 2.510 4.827
H 0.069 2.538 3.930
H -2.549 1.956 1.335
H -1.310 3.091 1.919
H -2.840 2.910 2.790
H 1.877 -3.216 3.367
H 1.113 -4.785 3.133
H 0.205 -3.467 3.884
H 2.391 -2.965 0.868
H 1.113 -3.330 -0.322
H 1.793 -4.617 0.664
H -1.630 -3.809 2.108
H -0.678 -5.137 1.419
H -1.186 -3.794 0.392
Cl 1.093 1.454 -7.195
C 1.473 0.899 -5.596
C 1.345 -0.451 -5.292
C 1.639 -0.887 -4.019
C 2.047 0.027 -3.016
C 2.280 -0.394 -1.703
C 2.170 1.397 -3.369
C 1.891 1.827 -4.645
H 0.993 -1.147 -6.041
H 1.500 -1.929 -3.768
H 2.597 0.300 -0.937
H 2.237 -1.445 -1.439
H 2.486 2.109 -2.618
H 1.987 2.868 -4.919
C -5.609 -0.462 -0.580
C -4.893 -1.533 -0.061
C -3.519 -1.424 0.121
C -2.787 -0.259 -0.177
C -3.563 0.791 -0.692
C -4.936 0.707 -0.899
H -6.677 -0.544 -0.737
H -5.406 -2.454 0.188
H -3.001 -2.299 0.509
H -3.080 1.733 -0.952
H -5.482 1.550 -1.307
C 1.032 4.172 -0.611
N 0.267 3.950 -1.825
C -0.406 2.797 -2.014
N -1.232 2.707 -3.076
O -0.284 1.846 -1.220
H 1.701 5.015 -0.770
H 1.631 3.291 -0.393
H 0.388 4.374 0.247
H -0.001 4.748 -2.374
H -1.189 3.364 -3.834
H -1.617 1.791 -3.261
Cl -1.965 -0.330 -4.412
C -2.343 -1.714 -3.319
Cl -3.432 -2.840 -4.116
C -0.993 -2.362 -2.941
O -0.427 -3.123 -3.697
O -0.558 -1.961 -1.799
H -2.851 -1.286 -2.463
```

Its multiplicity is 2. The calculation puts the total energy at -141017.1110 eV. The HOMO-LUMO gap (spin up / spin down) comes out at 7.6678 / 6.5212 eV. The value obtained for the energy above the lowest of the compared OMol25 structures with the same formula, charge and spin is 0.1188 eV.

***

No. 4
DFT (wB97M-V/def2-TZVPD) results for a structure of composition C29H46AsN7O3Sn.

The geometry in XYZ format:
```
87
C29H46AsN7O3Sn (wB97M-V/def2-TZVPD)
Sn 1.301 -2.558 1.781
C 4.370 -3.421 0.660
N 4.896 -2.385 1.515
C 6.266 -1.890 1.369
C 6.476 -1.078 2.653
N 5.170 -1.148 3.317
C 4.841 -0.196 4.368
C 4.319 -1.938 2.645
N 3.084 -2.279 3.018
C 2.776 -2.305 4.460
C 1.622 -3.263 4.665
N 0.530 -2.795 3.796
C -0.717 -2.789 4.257
N -1.246 -3.633 5.158
C -0.692 -4.899 5.604
C -2.594 -3.208 5.545
C -2.947 -2.185 4.461
N -1.637 -1.882 3.884
C -1.420 -0.785 2.974
H 5.203 -3.925 0.172
H 3.719 -3.021 -0.123
H 3.819 -4.148 1.258
H 6.372 -1.288 0.466
H 6.953 -2.733 1.303
H 6.722 -0.038 2.443
H 7.257 -1.493 3.290
H 5.559 0.619 4.316
H 4.900 -0.636 5.363
H 3.849 0.222 4.209
H 2.477 -1.325 4.837
H 3.644 -2.645 5.027
H 1.324 -3.244 5.713
H 1.936 -4.275 4.403
H -0.036 -5.306 4.837
H -1.514 -5.596 5.758
H -0.142 -4.809 6.541
H -2.588 -2.769 6.544
H -3.268 -4.062 5.547
H -3.390 -1.282 4.877
H -3.624 -2.590 3.705
H -2.197 -0.041 3.139
H -1.463 -1.094 1.926
H -0.454 -0.317 3.175
C -5.783 5.929 -5.982
O -4.491 6.366 -5.467
C -4.206 7.651 -5.462
C -4.957 8.632 -6.118
C -4.610 9.956 -6.001
C -3.523 10.376 -5.193
C -2.794 9.451 -4.520
C -3.080 8.065 -4.667
N -2.371 7.212 -3.866
C -2.080 5.918 -3.876
C -2.028 5.030 -4.970
C -2.121 5.365 -6.308
C -1.911 4.390 -7.283
C -1.684 3.008 -6.996
C -1.564 2.610 -5.717
C -1.684 3.590 -4.608
O -1.515 3.260 -3.460
H -5.828 4.867 -5.768
H -5.832 6.105 -7.054
H -6.579 6.455 -5.460
H -5.810 8.348 -6.716
H -5.193 10.701 -6.528
H -3.286 11.427 -5.112
H -1.963 9.753 -3.892
H -1.993 7.691 -3.049
H -1.700 5.541 -2.933
H -2.290 6.383 -6.626
H -1.918 4.697 -8.323
H -1.580 2.311 -7.817
H -1.350 1.588 -5.433
C 2.896 -7.059 0.815
As 1.230 -6.142 0.974
C 0.023 -7.232 1.972
C 0.511 -5.816 -0.766
O 1.461 -4.690 1.807
H 2.725 -8.028 0.345
H 3.316 -7.206 1.809
H 3.582 -6.478 0.202
H -0.142 -8.168 1.439
H -0.923 -6.707 2.092
H 0.461 -7.443 2.945
H 0.377 -6.765 -1.286
H 1.202 -5.190 -1.327
H -0.451 -5.316 -0.670
```

Its multiplicity is 1. Its total charge is +4. The calculation puts the total energy at -114026.8219 eV. The HOMO-LUMO gap (spin up / spin down) comes out at 3.1902 / 3.1949 eV. The value obtained for the energy above the lowest of the compared OMol25 structures with the same formula, charge and spin is 0.0000 eV.

***

- Look up the multiplicity of the third one.
  2

***

- What is the energy above the lowest of the compared OMol25 structures with the same formula, charge and spin in the first record?
  0.0000 eV

***

- Number 2 is which compound?
  C29H44CrN3O2S3Si4Te